(one)
Computed, not measured: a gas-phase ion, C6H16N2 (charge +1), with ωB97M-V/def2-TZVPD.

Its total charge is +1. Its expectation value of S² is 0.75. The HOMO energy (alpha / beta) is -13.13 / -13.12 eV. Its multiplicity is 2. Its molar mass is 116.2 g mol⁻¹.

Atoms and positions in Å:
N  -0.416  0.112  -0.507
N  -3.639  0.221  -2.333
C  -2.307  0.708  -1.811
C  2.628  -0.559  2.594
C  1.843  0.486  1.832
C  -1.592  -0.491  -1.213
C  0.713  -0.786  -0.180
C  1.828  0.207  0.353
H  2.401  1.363  2.201
H  0.758  0.799  2.171
H  -2.326  -1.155  -0.663
H  1.723  1.235  -0.224
H  -1.235  -1.248  -2.007
H  -4.001  1.022  -2.918
H  2.613  -0.052  3.619
H  -0.565  0.534  0.469
H  1.143  -1.150  -1.181
H  2.058  -1.531  2.518
H  -1.643  1.225  -2.576
H  -4.465  0.042  -1.744
H  0.564  -1.683  0.465
H  -2.582  1.490  -1.067
H  3.616  -0.821  2.141
H  2.882  0.030  0.060

(two)
Computed, not measured: a gas-phase ion, C6H16N2 (charge +1), with ωB97M-V/def2-TZVPD.

Its total charge is +1. Its expectation value of S² is 0.75. The HOMO energy (alpha / beta) is -12.34 / -12.13 eV. Its multiplicity is 2. Its molar mass is 116.2 g mol⁻¹.

Atoms and positions in Å:
N  -2.154  0.188  1.220
N  1.256  0.286  -1.317
C  -0.011  -0.655  2.072
C  0.465  1.552  -1.460
C  -1.515  -0.920  1.922
C  0.792  0.097  1.036
C  1.218  -0.204  -2.714
C  0.594  -0.628  -0.324
H  -1.782  1.110  1.266
H  0.938  -1.665  -0.324
H  -1.968  -0.922  2.922
H  0.325  -0.823  -2.889
H  2.132  -0.742  -2.971
H  1.851  0.126  1.313
H  0.556  1.147  0.900
H  0.982  0.500  -3.507
H  -0.274  1.586  -0.665
H  1.120  2.404  -1.155
H  0.093  -0.196  3.063
H  -3.118  0.047  1.066
H  -0.420  -0.748  -0.731
H  0.200  1.923  -2.441
H  -1.783  -1.859  1.433
H  0.504  -1.603  2.284

Most stable of them? (two).

(one)
Computed, not measured: C5H8 in the gas phase, with ωB97M-V/def2-TZVPD.

The HOMO energy is -9.19 eV. The structure (SMILES) is C=CCC=C. Its molar mass is 68.1 g mol⁻¹.

Atoms and positions in Å:
C  -0.711  -1.609  -1.191
C  0.740  0.879  0.481
C  -0.439  -0.081  0.874
C  -0.192  -1.286  0.082
C  0.609  2.024  -0.130
H  -1.544  -1.058  -1.580
H  1.781  0.422  0.610
H  -0.424  -0.105  1.987
H  1.557  2.646  -0.589
H  -0.259  -2.339  -1.871
H  0.676  -1.891  0.521
H  -0.407  2.354  -0.395
H  -1.427  0.404  0.617

(two)
Computed, not measured: C5H8 in the gas phase, with ωB97M-V/def2-TZVPD.

The HOMO energy is -8.54 eV. The structure (SMILES) is C=C=CCC. Its molar mass is 68.1 g mol⁻¹.

Atoms and positions in Å:
C  -0.799  -0.511  0.227
C  1.637  -0.442  0.967
C  -1.045  0.556  -0.536
C  -1.748  1.491  -1.142
C  0.598  -0.900  -0.044
H  0.721  -1.963  -0.281
H  -2.729  1.274  -1.551
H  1.538  0.624  1.186
H  0.605  0.114  -0.864
H  1.522  -0.995  1.907
H  2.649  -0.625  0.595
H  -1.541  -1.143  0.705
H  -1.408  2.519  -1.168

Most stable of them? (one).

(one)
Computed, not measured: C5H8 in the gas phase, with ωB97M-V/def2-TZVPD.

The HOMO energy is -8.65 eV. The structure (SMILES) is C=C/C=C/C. Its molar mass is 68.1 g mol⁻¹.

Atoms and positions in Å:
C  0.292  0.334  -1.332
C  0.264  0.328  1.110
C  -0.145  -0.184  2.467
C  -0.121  -0.219  -0.035
C  -0.145  -0.084  -2.516
H  -0.579  -1.190  2.412
H  0.208  0.416  -3.405
H  -0.816  -0.918  -2.689
H  0.912  1.187  1.198
H  -0.810  0.502  2.995
H  0.743  -0.312  3.071
H  -0.779  -1.076  -0.031
H  0.977  1.163  -1.270

(two)
Computed, not measured: C5H8 in the gas phase, with ωB97M-V/def2-TZVPD.

The HOMO energy is -9.34 eV. The structure (SMILES) is C=C=CCC. Its molar mass is 68.1 g mol⁻¹.

Atoms and positions in Å:
C  -0.257  1.846  -0.690
C  -0.238  -1.181  0.310
C  0.985  -0.358  0.771
C  -0.990  -0.582  -0.883
C  -0.779  0.697  -1.030
H  -0.677  2.388  0.152
H  -1.696  -1.175  -1.461
H  1.829  -0.992  1.047
H  1.349  0.330  0.002
H  0.687  2.185  -1.103
H  0.020  -2.228  0.119
H  0.722  0.273  1.626
H  -0.955  -1.203  1.140

(three)
Computed, not measured: C5H8 in the gas phase, with ωB97M-V/def2-TZVPD.

The HOMO energy is -9.04 eV. The structure (SMILES) is CC=C=CC. Its molar mass is 68.1 g mol⁻¹.

Atoms and positions in Å:
C  1.034  -0.497  0.220
C  2.271  -0.453  -0.617
C  -1.216  0.603  0.654
C  0.046  0.322  0.461
C  -2.179  0.214  -0.445
H  3.028  -1.102  -0.166
H  -3.137  0.734  -0.381
H  -1.581  0.945  1.616
H  2.013  -0.887  -1.592
H  0.803  -1.480  0.629
H  -2.366  -0.868  -0.400
H  -1.732  0.421  -1.422
H  2.691  0.541  -0.786

(four)
Computed, not measured: C5H8 in the gas phase, with ωB97M-V/def2-TZVPD.

The HOMO energy is -9.58 eV. The structure (SMILES) is C=CCC=C. Its molar mass is 68.1 g mol⁻¹.

Atoms and positions in Å:
C  1.285  -0.795  0.099
C  -1.882  1.071  -0.672
C  -0.124  -0.853  -0.229
C  -0.929  0.443  0.030
C  1.877  0.170  0.702
H  -0.718  0.704  1.054
H  -2.238  0.906  -1.721
H  -0.709  -1.494  0.416
H  1.841  -1.709  -0.364
H  -0.245  -1.360  -1.211
H  1.166  0.951  1.061
H  -2.224  2.055  -0.269
H  2.900  -0.089  1.105

Most stable of them? (one).

(one)
Computed, not measured: C5H6O in the gas phase, with ωB97M-V/def2-TZVPD.

The HOMO energy is -9.51 eV. The structure (SMILES) is C=C=CCC=O. Its molar mass is 82.1 g mol⁻¹.

Atoms and positions in Å:
O  0.935  -1.158  -2.145
C  0.854  -0.035  -1.719
C  -0.026  0.843  0.363
C  -0.446  -1.013  2.149
C  -0.387  0.562  -1.081
C  -0.233  -0.056  1.287
H  -0.672  1.477  -1.615
H  1.739  0.641  -1.716
H  -1.340  -1.035  2.764
H  -1.199  -0.166  -1.147
H  0.506  1.763  0.600
H  0.268  -1.824  2.260

(two)
Computed, not measured: C5H6O in the gas phase, with ωB97M-V/def2-TZVPD.

The HOMO energy is -8.41 eV. Its molar mass is 82.1 g mol⁻¹.

Atoms and positions in Å:
O  -1.168  1.592  -0.005
C  -0.332  -0.060  1.416
C  -0.430  0.852  -0.778
C  0.201  -0.162  -0.015
C  -1.087  1.076  1.291
C  0.878  -1.383  -0.586
H  1.378  -1.915  0.226
H  -0.405  1.121  -1.827
H  -1.699  1.633  1.986
H  0.913  0.450  0.669
H  1.614  -1.142  -1.361
H  0.137  -2.061  -1.018

Most stable of them? (one).

(one)
Computed, not measured: C5H6O in the gas phase, with ωB97M-V/def2-TZVPD.

The HOMO energy is -8.58 eV. Its molar mass is 82.1 g mol⁻¹.

Atoms and positions in Å:
O  -0.203  -0.032  -0.958
C  1.093  0.562  -0.730
C  1.639  -0.153  0.497
C  -2.303  -0.030  -0.156
C  -1.186  0.755  -0.593
C  -3.066  -0.440  0.695
H  0.913  1.625  -0.542
H  -3.717  -0.816  1.454
H  1.707  0.426  -1.626
H  2.416  0.442  0.981
H  2.050  -1.134  0.242
H  0.816  -0.307  1.206

(two)
Computed, not measured: 2 unconnected molecules or ions with the total composition C5H6O, with ωB97M-V/def2-TZVPD.

The HOMO energy (alpha / beta) is -8.48 / -8.48 eV. Its molar mass is 82.1 g mol⁻¹.

Atoms and positions in Å:
O  2.021  -1.578  -0.961
C  -0.837  1.243  -0.200
C  1.296  -1.770  -0.019
C  0.087  -0.956  0.338
C  -0.097  0.204  -0.575
C  -1.326  2.347  0.180
H  1.488  -2.620  0.670
H  0.159  -0.649  1.388
H  -0.063  0.013  -1.642
H  0.343  2.641  0.147
H  -0.778  -1.635  0.288
H  -2.293  2.760  0.386

Most stable of them? (one).

(one)
Computed, not measured: C5H6O in the gas phase, with ωB97M-V/def2-TZVPD.

The HOMO energy is -9.55 eV. The structure (SMILES) is C#C[C@@H]1C[C@@H]1O. Its molar mass is 82.1 g mol⁻¹.

Atoms and positions in Å:
O  -1.380  1.333  -0.132
C  -1.108  0.127  0.503
C  -0.847  -1.113  -0.281
C  2.335  0.872  -0.497
C  1.367  0.258  -0.117
C  0.289  -0.479  0.514
H  3.173  1.423  -0.876
H  -0.615  1.619  -0.652
H  -1.235  -2.047  0.113
H  -0.827  -1.041  -1.366
H  -1.702  0.053  1.412
H  0.597  -1.025  1.407

(two)
Computed, not measured: C5H6O in the gas phase, with ωB97M-V/def2-TZVPD.

The HOMO energy (alpha / beta) is -7.57 / -7.57 eV. Its molar mass is 82.1 g mol⁻¹.

Atoms and positions in Å:
O  -1.383  -1.027  -0.311
C  -0.727  -0.601  0.702
C  1.438  -1.092  0.210
C  0.258  0.870  -0.773
C  -0.422  0.916  0.598
C  1.230  -0.090  -0.514
H  0.201  1.248  1.438
H  -1.376  1.461  0.616
H  -0.963  -0.351  -1.030
H  0.258  1.650  -1.522
H  -0.820  -1.192  1.610
H  2.110  -1.586  0.885

Most stable of them? (one).